# C4H2BrP

A cluster of 2 separate species, C4H2BrP in total (ωB97M-V/def2-TZVPD, the Open Molecules 2025 dataset).

```
8
Properties=species:S:1:pos:R:3:forces:R:3
C 1.2188 2.5194 -0.0049 0.44 0.37 0.06
C 0.0280 -2.6111 -0.2108 -0.02 2.66 1.56
C 0.3254 1.7953 0.3061 -2.77 -3.92 1.30
C -0.2743 -1.4918 0.2634 0.82 -3.87 -2.16
P -1.1393 -0.1761 0.9834 0.95 3.40 -1.41
Br -2.6298 0.3587 -0.6742 0.61 -0.51 0.76
H 2.0035 3.1865 -0.1542 0.67 0.68 -0.34
H 0.4678 -3.5808 -0.5090 -0.71 1.18 0.24
```
Forces are in eV/Å.

Calculated values
Calculated total energy in Ha: -3068.7672
Kohn-Sham gap in eV: 8.3
LUMO level in Eh: -0.0604

natural (NBO) atomic charge list, values in e, 4 entries:
1. C -0.387
2. C -0.051
3. C -0.212
4. C -0.534